Entry 1:
97
Properties=species:S:1:pos:R:3:forces:R:3:mulliken_charge:R:1 method="wB97M-V/def2-TZVPD" spin_multiplicity=1 orbital_gap_ev=6.82 charge=+1 e_lumo_ha=-0.1940 homo_energy_ev=-12.1
C -0.4458 -4.9470 1.0984 0.1 -0.6 -0.3 -0.909
C -1.4639 -5.5327 0.0680 0.1 0.7 0.5 -0.446
C -2.4297 -4.4021 -0.4442 0.5 -0.5 0.0 -0.804
C -2.2390 -4.0849 -1.9543 0.3 -0.1 0.6 -0.630
C -0.7959 -3.5594 -2.2553 -0.9 -0.1 0.0 -0.010
C -0.8011 -2.6117 -3.4817 0.3 -0.4 -0.2 -0.553
C 0.6220 -2.3193 -4.0734 0.0 0.5 1.3 -1.136
C 1.7414 -2.3686 -2.9738 -0.2 -0.1 -1.2 0.592
C 3.0871 -1.9198 -3.6043 -0.3 1.2 0.4 -1.154
C 4.2487 -1.6450 -2.5793 0.2 -1.3 -0.3 -0.683
C 3.9343 -2.0228 -1.1090 0.5 0.6 0.6 -0.856
C 3.1283 -0.9535 -0.2862 0.3 0.0 -0.6 -0.659
C 2.7151 0.3395 -1.0613 -1.0 -0.1 1.8 -0.116
C 1.4865 0.9639 -0.2811 -0.2 0.9 -1.2 -0.522
C 1.5820 2.5216 -0.0783 0.5 -1.0 0.6 -0.741
C 1.5820 2.8200 1.4534 -0.1 0.7 -1.2 -1.358
C 0.2428 2.5060 2.1619 0.8 -0.5 1.0 -1.438
C 0.1900 3.1441 3.5846 0.0 -0.9 -0.1 1.064
C 1.3490 2.5940 4.4720 0.9 0.2 -0.1 -1.298
C 2.3937 3.6734 4.9252 -0.4 -0.9 0.7 -0.919
O 2.1950 3.9142 6.3293 0.1 -0.1 -0.3 -0.352
C 3.1627 3.2704 7.1246 0.7 0.3 0.6 -0.582
C 2.6618 3.0617 8.5808 0.2 0.3 -1.3 0.808
F 2.1336 1.8338 8.7124 -0.1 0.1 0.3 -0.261
F 3.6936 3.1813 9.4238 -0.1 -0.2 0.1 -0.261
F 1.7410 3.9673 8.9110 -0.1 -0.1 0.2 -0.245
C -1.1641 2.7436 4.2278 1.2 0.5 1.6 -0.296
N -1.2126 1.3497 4.6005 -0.1 0.7 -0.3 -0.332
Br -1.2935 3.7560 5.9207 -0.5 -0.1 -0.7 -0.064
N -2.3284 3.0306 3.3165 0.7 -2.2 -1.1 0.262
C -2.1506 2.5317 2.0843 0.4 0.8 0.8 -0.164
N -3.1569 1.7664 1.5849 -1.1 0.3 -0.9 -0.450
N -0.9684 2.8238 1.3448 -0.6 0.8 1.2 0.387
C -1.0732 4.2871 1.0178 -0.7 0.2 -1.3 -0.591
C -1.5258 4.3899 -0.4761 0.7 -0.7 0.2 -0.197
O -2.1054 5.3379 -0.8810 -0.6 1.1 -0.2 -0.428
H -0.9841 -4.6624 2.0206 0.2 0.1 -0.4 0.311
H 0.1005 -4.0773 0.6871 -0.3 -0.3 0.2 0.022
H 0.3121 -5.6987 1.3943 -0.4 0.3 -0.2 0.350
H -0.9574 -5.9861 -0.8012 -0.1 0.1 0.5 0.332
H -2.0133 -6.3262 0.6024 0.1 0.2 -0.4 0.370
H -3.4742 -4.6833 -0.2102 0.4 0.3 -0.3 0.402
H -2.1705 -3.4862 0.1302 -0.4 -0.3 -0.3 0.295
H -2.3863 -5.0045 -2.5528 -0.3 0.5 0.2 0.369
H -3.0110 -3.3405 -2.2225 0.4 -0.3 -0.2 0.192
H -0.4516 -3.0506 -1.3334 0.1 0.0 -0.6 -0.115
H -0.1231 -4.4187 -2.4355 -0.3 0.4 0.1 0.300
H -1.3310 -1.6819 -3.1885 0.4 -0.3 -0.2 0.294
H -1.4173 -3.0635 -4.2859 0.2 0.2 0.5 0.278
H 0.6205 -1.2625 -4.4143 0.0 -0.7 -0.3 0.330
H 0.8795 -2.9878 -4.9115 -0.2 0.3 0.3 0.354
H 1.8638 -3.3917 -2.5769 -0.2 0.5 0.0 0.454
H 1.3831 -1.6971 -2.1712 0.5 -0.4 -0.2 -0.374
H 2.8900 -0.9581 -4.1278 0.1 -0.5 0.1 0.222
H 3.3875 -2.6240 -4.4032 -0.1 0.2 0.5 0.532
H 5.0939 -2.2952 -2.8896 -0.3 0.4 0.2 0.401
H 4.6505 -0.6170 -2.6550 -0.4 -0.4 0.1 0.345
H 4.9125 -2.1426 -0.5989 -0.5 0.0 -0.3 0.481
H 3.4271 -2.9963 -0.9986 0.3 0.4 -0.4 0.292
H 2.2259 -1.4105 0.1613 0.4 0.1 -0.3 0.132
H 3.7640 -0.6157 0.5591 -0.4 -0.2 -0.3 0.415
H 3.5534 1.0534 -0.9980 -0.3 -0.3 -0.5 0.596
H 2.3511 0.1620 -2.0823 0.7 0.1 0.2 0.032
H 1.3237 0.4784 0.6960 0.2 0.1 -0.4 0.042
H 0.5868 0.7850 -0.9073 0.3 -0.2 0.6 0.154
H 0.7987 3.0656 -0.6306 0.3 -0.2 0.3 0.125
H 2.5555 2.8427 -0.4925 -0.5 0.1 0.3 0.647
H 2.3968 2.2081 1.8814 -0.5 0.3 0.0 0.445
H 1.8789 3.8800 1.5849 -0.3 -0.4 0.2 0.478
H 0.2322 1.4072 2.3396 -0.1 0.5 -0.4 0.497
H 0.3098 4.2405 3.5196 -0.5 -0.4 0.0 0.804
H 1.9205 1.8107 3.9341 -0.5 0.3 0.1 0.572
H 0.9994 2.1001 5.3952 -0.1 0.4 -0.5 0.663
H 2.2929 4.6348 4.3925 0.1 -0.4 0.2 0.395
H 3.4028 3.2382 4.8142 -0.3 0.5 -0.4 0.402
H 3.4686 2.2765 6.7403 -0.3 0.4 0.1 0.334
H 4.0709 3.9075 7.2004 -0.4 -0.4 -0.1 0.364
H -2.0848 1.0967 5.0566 0.3 -0.1 0.1 0.301
H -0.9910 0.7273 3.8271 -0.1 0.0 0.2 0.214
H -3.2101 2.6816 3.6987 0.1 0.4 0.1 0.392
H -3.8728 2.1968 1.0063 0.5 -0.3 -0.3 0.231
H -3.2708 0.7771 1.7746 0.1 0.3 0.3 0.218
H -1.8735 4.8084 1.5809 0.5 -0.3 -0.2 0.626
H -0.1498 4.8575 1.2121 -0.2 -0.5 -0.2 0.432
H -1.3352 3.5428 -1.1840 0.2 0.0 0.7 0.390
C -2.9963 -1.1278 -7.1199 0.0 0.0 0.0 -0.952
C -4.5079 -1.0842 -7.3168 0.3 0.0 -0.2 -0.461
C -5.2682 -0.7726 -6.0239 0.1 -0.4 0.0 -0.463
C -4.9991 -1.8120 -5.0092 -0.3 0.8 -0.5 0.235
N -4.7893 -2.6159 -4.2236 0.2 -0.4 0.4 -0.377
H -2.7043 -1.9214 -6.4291 0.0 0.0 0.0 0.170
H -2.4952 -1.3231 -8.0686 0.0 0.0 0.0 0.361
H -2.6237 -0.1777 -6.7290 0.0 0.0 0.0 0.300
H -4.8426 -2.0431 -7.7186 -0.1 0.1 0.0 0.308
H -4.7491 -0.3228 -8.0614 -0.1 0.0 0.1 0.313
H -6.3412 -0.7384 -6.2158 0.0 0.0 0.1 0.304
H -4.9647 0.1974 -5.6257 0.0 0.0 0.1 0.270

=====

Entry 2:
60
Properties=species:S:1:pos:R:3:forces:R:3:nbo_charge:R:1 method="wB97M-V/def2-TZVPD" spin_multiplicity=2 orbital_gap_ev="10.35 / 2.09" charge=+1 e_lumo_ha="-0.1101 / -0.4064" e_above_lowest_kj_mol=128.2 homo_energy_ev="-13.3 / -13.1"
C -0.1258 -1.1292 0.7944 0.0 1.1 -0.2 -0.760
C 0.1169 -0.4497 -0.5206 0.2 -0.5 0.5 0.320
N 0.2550 0.1114 -1.5235 0.0 -0.7 0.7 -0.392
H -1.1500 -0.8640 1.0567 -0.2 -0.5 -0.2 0.301
H 0.4440 -0.6908 1.6136 0.4 0.3 -0.3 0.276
H 0.0746 -2.1983 0.8648 -0.3 0.0 -0.6 0.266
C -2.3133 -1.9532 -2.9983 -0.5 -0.9 -0.3 -0.732
C -1.4922 -1.7093 -4.1695 -1.2 -0.1 1.2 0.318
N -0.8251 -1.5582 -5.0790 1.1 0.1 -1.3 -0.321
H -3.1147 -1.2291 -2.8516 0.6 0.4 0.3 0.276
H -1.6603 -2.1478 -2.1476 -0.3 0.5 0.3 0.254
H -2.8912 -2.8628 -3.1619 0.2 -0.3 -0.2 0.270
C -5.4594 0.7006 -0.6513 1.1 1.3 0.3 -0.731
C -4.0526 0.3873 -0.3479 -1.1 -1.1 0.1 0.348
N -2.9775 0.0598 -0.1271 0.4 0.2 0.0 -0.423
H -5.6983 0.3824 -1.6661 -0.2 0.0 0.3 0.265
H -5.3970 1.7870 -0.5894 -0.6 0.3 -0.6 0.271
H -6.1887 0.4609 0.1225 0.3 -0.7 -0.2 0.276
C 0.3826 -1.9629 5.5612 -0.7 0.0 -0.8 -0.716
C -0.0561 -2.6431 4.3056 0.0 -0.7 0.1 0.332
N -0.3918 -3.1801 3.3345 0.5 0.8 1.0 -0.396
H 0.0668 -0.9333 5.3933 0.5 0.2 0.3 0.261
H 1.4596 -2.0579 5.6996 -0.1 0.2 -0.2 0.260
H -0.1277 -2.2907 6.4669 -0.1 -0.4 -0.3 0.262
C -0.9298 2.6823 0.6410 0.2 0.6 -0.8 -0.723
C -0.8563 3.6495 -0.4764 -1.0 0.5 -0.6 0.273
N -0.8341 4.4042 -1.3537 0.2 -0.9 0.8 -0.314
H -0.3449 1.8526 0.2439 0.4 0.0 0.9 0.246
H -1.9089 2.2647 0.8760 -0.2 0.5 -0.4 0.261
H -0.5661 3.2341 1.5078 0.4 -0.6 0.1 0.255
C -2.0533 1.5102 -3.5046 0.1 0.8 -0.7 -0.722
C -2.8498 2.6058 -4.0644 -1.0 1.0 -0.6 0.282
N -3.4541 3.4546 -4.5784 0.8 -1.2 0.8 -0.301
H -1.5840 1.0405 -4.3690 0.0 -0.3 0.1 0.262
H -2.6626 0.7904 -2.9581 0.2 0.3 0.1 0.227
H -1.2452 1.9641 -2.9309 -0.1 -0.3 0.4 0.278
C 2.5876 2.5393 4.4488 -0.6 -0.3 0.4 -0.728
C 2.1289 1.2131 4.0560 2.1 3.9 1.3 0.344
N 1.8087 0.1835 3.7728 -1.5 -4.3 -1.5 -0.418
H 3.0204 2.5277 5.4491 0.0 -0.2 -0.1 0.268
H 1.6467 3.0844 4.5247 0.4 0.8 -0.2 0.264
H 3.3282 2.9328 3.7525 -0.4 0.2 -0.1 0.274
C 3.1418 2.3264 -0.6525 -0.3 0.8 0.1 -0.717
C 3.3010 3.6990 -0.1455 0.1 0.4 1.3 0.275
N 3.4629 4.7411 0.3273 -0.2 -0.9 -0.5 -0.315
H 3.1440 2.5045 -1.7279 0.1 -1.0 -0.1 0.269
H 2.2056 1.8752 -0.3238 -0.2 0.4 -0.2 0.242
H 3.9061 1.6636 -0.2467 0.4 0.3 -0.5 0.245
C 3.1997 -2.1141 1.4394 -0.1 0.8 -0.8 -0.739
C 3.4394 -2.5194 0.0410 0.2 -0.2 2.2 0.387
N 3.7201 -2.8595 -1.0209 -0.3 -0.3 -1.2 -0.300
H 2.2235 -2.4722 1.7664 0.1 -0.1 0.1 0.287
H 3.1674 -1.0254 1.3972 -0.3 0.2 0.2 0.271
H 3.9801 -2.3348 2.1675 0.1 -0.6 -0.4 0.289
C 1.3339 -2.9355 -3.2561 -0.4 -1.6 1.1 -0.749
C 0.8427 -3.7243 -2.0926 2.2 4.2 -4.3 0.494
N 0.5729 -4.3188 -1.1428 -0.9 -1.9 2.9 -0.071
H 1.1696 -1.8683 -3.4048 -0.1 0.1 1.1 0.339
H 0.7316 -3.3258 -4.0764 -0.5 -0.5 -0.9 0.351
H 2.3485 -3.2745 -3.4652 0.1 0.0 0.0 0.325

=====

Entry 3:
86
Properties=species:S:1:pos:R:3:forces:R:3:mulliken_charge:R:1 method="wB97M-V/def2-TZVPD" spin_multiplicity=5 orbital_gap_ev="6.00 / 5.84" charge=+1 e_lumo_ha="-0.1911 / -0.1917" homo_energy_ev="-11.2 / -11.1"
Hg 3.6628 -1.4960 3.5790 0.7 -0.3 -1.0 1.288
Fe 1.2828 0.5784 4.0290 -0.3 1.1 -2.6 0.963
O 3.1906 0.2729 4.7509 -1.0 0.0 0.3 -0.973
H 3.3603 1.1499 4.3604 0.9 -0.3 -0.2 0.374
O 1.8862 -1.0834 2.5137 -0.6 0.8 0.6 -0.860
C 1.5683 -0.3587 1.3543 -1.5 1.1 -1.1 1.024
C 1.8893 1.1870 1.2684 1.7 -0.8 1.0 0.253
O 1.6246 1.9149 2.4340 -0.7 -1.7 1.0 -0.902
H 0.4741 -0.4722 1.3120 -0.2 0.4 -0.1 -0.341
H 1.8435 -0.8273 0.3997 0.8 -0.2 0.2 -0.148
H 1.5377 1.5982 0.3131 -1.1 0.0 0.2 -0.167
H 2.9677 1.3182 1.0710 0.4 -0.5 0.1 0.398
C -1.0427 -0.8110 -2.3277 0.1 -0.3 -0.5 0.620
O -2.0097 -1.4351 -1.9519 0.0 0.1 0.2 -0.586
N -1.0439 0.2391 -3.1862 -1.2 -0.1 0.4 0.261
C 0.2058 0.8716 -3.5320 -0.2 -0.9 -0.1 -0.963
C -2.2942 0.9379 -3.4619 0.3 1.0 -0.4 -0.905
H -0.0138 -1.0874 -2.0321 0.1 -0.1 0.0 -0.245
H 0.9066 0.0512 -3.3869 0.6 0.5 -0.1 0.287
H 0.4600 1.7339 -2.9117 0.0 0.0 0.0 0.351
H 0.2259 1.1344 -4.5890 -0.1 0.1 0.1 0.317
H -2.3605 1.8052 -2.7986 -0.1 0.0 0.1 0.238
H -2.2543 1.3448 -4.4737 0.1 -0.1 -0.1 0.357
H -3.2280 0.3872 -3.3888 0.4 -0.6 0.3 0.296
C -3.2540 0.6562 -0.0193 2.3 -0.3 -0.8 0.449
O -4.2776 0.0293 0.1235 -0.5 1.1 0.4 -0.659
N -2.9312 1.9909 0.0274 -1.3 -1.4 -0.4 0.553
C -1.5571 2.4115 -0.1769 0.3 -0.8 1.3 -0.942
C -3.9928 2.9499 0.2034 0.6 0.0 -0.1 -1.088
H -2.3009 0.1601 -0.2684 -0.2 -0.6 0.2 -0.042
H -1.3591 3.1544 -0.9469 -0.4 0.2 0.2 0.465
H -0.9119 1.5540 -0.3806 -0.3 -0.2 -0.4 -0.095
H -1.1993 2.6730 0.8234 0.4 1.0 -0.3 0.402
H -3.5898 3.6762 0.9127 -0.6 0.5 -0.2 0.380
H -4.2485 3.3430 -0.7830 -0.1 0.6 0.3 0.294
H -4.8641 2.4316 0.5999 0.0 0.1 0.0 0.363
C -0.3215 -4.1371 0.6636 -0.2 -1.0 0.1 0.091
O -0.3025 -4.9272 -0.2674 0.1 0.4 -0.1 -0.639
N -1.4285 -3.7070 1.2763 -1.9 -0.1 0.8 0.114
C -1.5340 -2.7884 2.4100 1.8 0.5 -0.5 -0.919
C -2.7714 -4.0154 0.7266 0.1 0.5 -0.5 -0.918
H 0.6392 -3.8016 1.0851 -0.7 0.3 0.3 0.277
H -1.5172 -1.7519 2.0596 -0.9 0.1 -0.1 0.241
H -0.6225 -2.7501 3.0137 0.0 -0.7 0.2 0.256
H -2.3917 -3.0391 3.0261 0.0 0.1 -0.1 0.367
H -3.4782 -4.5920 1.3272 0.8 -0.4 0.6 0.310
H -3.2959 -3.0621 0.6318 0.2 0.1 -0.5 0.278
H -2.6730 -4.5135 -0.2334 0.1 0.2 0.0 0.332
C 3.0823 -3.2333 1.0108 0.2 -0.1 1.0 0.256
O 4.0186 -3.2358 1.8574 0.6 0.7 0.7 -0.850
N 3.2857 -3.2661 -0.2868 0.6 -1.2 1.3 0.197
C 2.2085 -3.1315 -1.2445 0.9 0.7 -1.0 -0.093
C 4.6497 -3.5456 -0.8087 -1.3 1.2 -1.1 -0.962
H 2.0879 -3.2393 1.4700 0.1 0.4 -1.0 0.513
H 1.2230 -3.2753 -0.8145 0.2 0.1 -0.2 -0.414
H 2.3630 -3.7672 -2.1176 -0.2 -0.6 0.4 0.478
H 2.4084 -2.1497 -1.6879 -0.8 0.3 0.1 0.101
H 4.7334 -2.8099 -1.6130 0.5 -0.1 -0.1 0.328
H 5.4545 -3.3665 -0.1064 -0.3 -0.4 0.3 0.338
H 4.6145 -4.5146 -1.3026 0.3 -0.2 0.4 0.335
C -1.9943 1.2957 3.4122 -1.6 -0.6 -0.2 -0.297
O -0.8425 0.9643 3.6296 1.7 -0.6 1.4 -0.482
N -3.1020 0.8068 4.0158 0.6 0.4 0.3 0.200
C -4.3322 0.9416 3.2865 -1.4 -0.1 -0.5 -0.583
C -3.0892 0.0833 5.2999 1.0 0.1 -0.7 -0.897
H -2.2069 1.9951 2.5915 -0.1 -0.1 0.1 0.607
H -5.1359 1.5421 3.7224 0.6 0.6 0.4 0.333
H -4.8730 0.0013 3.1513 0.7 -0.4 -0.1 0.352
H -4.0885 1.3045 2.2940 -0.3 0.0 0.0 -0.198
H -2.1778 0.3849 5.8155 -0.1 0.1 0.2 0.301
H -3.9639 0.3271 5.8968 0.0 0.1 -0.2 0.355
H -3.0097 -0.9947 5.1554 -0.3 0.0 -0.1 0.260
C 3.2948 1.2075 -4.2230 -0.3 0.6 -0.7 -0.351
C 2.9226 2.2829 -5.0282 0.2 0.3 0.6 -0.703
C 2.5383 3.4788 -4.4271 0.7 0.9 0.9 -0.352
C 2.6832 3.6351 -3.0378 -0.4 -1.3 -1.2 -0.046
C 3.1575 2.5715 -2.2890 -0.6 -0.4 1.8 -0.206
C 3.3021 1.3199 -2.8292 1.2 -0.4 -2.2 -0.307
N 2.1646 4.8400 -2.3880 0.9 1.5 0.4 0.947
O 2.0991 5.8842 -3.0187 -0.1 -0.8 -0.5 -0.584
O 1.8970 4.7827 -1.2057 -0.2 -0.7 0.2 -0.575
H 3.6490 0.3403 -4.7651 -0.2 -0.4 0.4 0.381
H 3.0038 2.2047 -6.1026 -0.2 0.0 0.0 0.421
H 2.3194 4.4088 -4.9362 -0.4 -0.3 -0.5 0.532
H 3.3616 2.6069 -1.2260 -0.3 0.7 0.1 0.328
H 3.6377 0.4212 -2.3299 0.0 0.4 0.7 0.530